Record 1
{
  "formula": "C9H11Cl2IrO3",
  "method": "the ωB97M-V functional and the def2-TZVPD basis",
  "elements": ["Ir", "Cl", "C", "Cl", "H", "H", "O", "C", "O", "C", "C", "C", "C", "C", "C", "H", "H", "H", "H", "H", "C", "O", "H", "H", "H", "H"],
  "xyz": [[0.033088, 0.584627, 0.688785], [-0.068381, 2.388232, 2.242682], [1.527206, 2.100393, 3.067193], [2.217115, 0.633570, 2.366583], [1.323585, 1.960446, 4.122709], [2.158174, 2.956006, 2.855473], [0.541548, -2.626366, -0.902522], [0.629554, -1.579909, -1.487398], [0.405275, -0.387588, -0.990903], [1.003388, -1.569224, -2.951342], [1.635701, -2.751836, -3.454287], [1.976549, -2.893762, -4.824347], [1.665228, -1.887034, -5.687538], [1.025652, -0.716058, -5.192339], [0.695027, -0.565945, -3.813514], [1.837960, -3.545509, -2.744418], [2.463896, -3.797055, -5.164444], [1.892149, -1.954247, -6.742784], [0.792987, 0.082527, -5.886125], [0.205000, 0.333967, -3.470564], [-2.182521, -1.856422, 1.155394], [-1.426901, -0.739272, 1.738754], [-2.826679, -2.262310, 1.930006], [-1.492936, -2.600926, 0.772052], [-2.790784, -1.433780, 0.361874], [-1.190119, -0.972940, 2.645162]],
  "atomic_forces_ev_per_a": [[0.0, -0.7, -0.2], [0.0, 0.2, 0.1], [-0.1, 0.0, 0.0], [0.0, 0.0, 0.1], [0.0, 0.0, 0.0], [0.0, 0.0, 0.0], [0.0, -0.1, 0.1], [0.1, 0.1, 0.3], [-0.2, 0.5, -0.5], [0.0, -0.2, 0.0], [0.0, 0.0, 0.0], [0.0, 0.0, 0.1], [0.0, 0.1, 0.0], [0.0, 0.0, 0.1], [0.0, 0.1, -0.1], [0.0, 0.0, 0.0], [0.0, 0.0, 0.0], [0.0, 0.0, 0.0], [0.0, 0.0, 0.0], [0.0, 0.0, 0.0], [-0.1, 0.2, -0.1], [0.2, -0.1, 0.1], [0.0, 0.0, 0.0], [0.0, 0.0, 0.0], [0.0, 0.0, 0.0], [0.0, 0.0, 0.0]],
  "lowdin_charge": [1.132, 0.584, -0.817, 0.607, 0.059, 0.060, 0.132, -0.557, -0.265, -0.072, 0.147, 0.028, 0.021, 0.105, 0.055, 0.148, 0.140, 0.139, 0.143, 0.137, -0.036, -0.282, 0.106, 0.080, 0.099, 0.107],
  "charge": 2,
  "spin_multiplicity": 5,
  "lumo_ev": [-6.88, -10.61],
  "orbital_gap_ev": [9.4501, 6.0781]
}


Record 2
{
  "formula": "C23H40N2O3",
  "method": "the ωB97M-V functional and the def2-TZVPD basis",
  "elements": ["C", "C", "C", "O", "C", "C", "C", "O", "N", "C", "C", "C", "C", "C", "N", "C", "O", "C", "C", "C", "C", "C", "C", "C", "C", "C", "C", "C", "H", "H", "H", "H", "H", "H", "H", "H", "H", "H", "H", "H", "H", "H", "H", "H", "H", "H", "H", "H", "H", "H", "H", "H", "H", "H", "H", "H", "H", "H", "H", "H", "H", "H", "H", "H", "H", "H", "H", "H"],
  "xyz": [[0.341447, -0.658281, 4.120784], [-0.517185, -0.985247, 3.169318], [-0.630748, -2.354458, 2.577819], [-0.463272, -2.305898, 1.164010], [0.756688, -2.889873, 0.725466], [0.825467, -2.706674, -0.779037], [0.964612, -1.217091, -1.055067], [1.943310, -0.573535, -0.706745], [-0.040091, -0.646674, -1.763040], [-1.482156, -0.944449, -1.750905], [-1.757494, 0.577796, -1.690370], [-2.657708, 1.177259, -2.755489], [-2.714397, 2.696213, -2.605752], [-3.121225, 3.079263, -1.187787], [-2.225433, 2.464781, -0.215088], [-1.308946, 3.255997, 0.429982], [-1.297055, 4.464660, 0.259501], [-0.396452, 2.615167, 1.474161], [-1.203779, 2.579682, 2.778002], [0.916831, 3.397899, 1.594773], [1.700757, 3.334535, 0.286488], [1.780886, 2.858523, 2.731680], [-2.206765, 1.017497, -0.299653], [-0.235479, 0.799621, -1.875497], [1.944165, -3.531151, -1.472417], [2.070812, -3.066762, -2.925284], [1.540047, -5.008572, -1.471769], [3.296323, -3.378756, -0.773301], [0.390502, 0.344260, 4.526271], [1.029701, -1.389343, 4.530887], [-1.196289, -0.240751, 2.764615], [0.104050, -3.025708, 3.031763], [-1.625561, -2.768106, 2.770739], [1.607773, -2.389689, 1.199894], [0.771191, -3.951866, 0.994064], [-0.124670, -3.055351, -1.196352], [-1.825842, -1.431545, -2.666289], [-1.811607, -1.513652, -0.880469], [-2.296985, 0.894695, -3.747930], [-3.666546, 0.759569, -2.649019], [-1.730545, 3.128026, -2.813990], [-3.416465, 3.127421, -3.322398], [-3.088996, 4.153690, -1.040641], [-4.137732, 2.722675, -0.983549], [-0.129409, 1.591903, 1.193173], [-2.161035, 2.073006, 2.635171], [-0.663262, 2.061576, 3.568214], [-1.410289, 3.598490, 3.111520], [0.657186, 4.439817, 1.798262], [2.007646, 2.306276, 0.069805], [1.112698, 3.712562, -0.550915], [2.605838, 3.940593, 0.354115], [1.965091, 1.787919, 2.599846], [2.749311, 3.361200, 2.737887], [1.326989, 3.011359, 3.711506], [-3.220180, 0.640456, -0.109699], [-1.554050, 0.583264, 0.454354], [0.277641, 1.364143, -1.097632], [0.059209, 1.194222, -2.850059], [2.426944, -2.037070, -2.983532], [2.781983, -3.700007, -3.459036], [1.109456, -3.127101, -3.442899], [1.461009, -5.411216, -0.460765], [0.581110, -5.155778, -1.974940], [2.290478, -5.598993, -2.001186], [3.273138, -3.794480, 0.236745], [4.057691, -3.925654, -1.334210], [3.589645, -2.332280, -0.708100]],
  "atomic_forces_ev_per_a": [[0.1, 0.0, 0.0], [0.0, 0.0, 0.0], [-0.1, 0.0, 0.0], [0.0, -0.1, 0.0], [0.0, 0.0, 0.0], [0.0, 0.0, 0.0], [0.0, 0.0, -0.1], [0.0, 0.0, 0.0], [0.0, 0.0, 0.0], [0.0, 0.0, 0.0], [0.0, 0.0, 0.0], [0.0, 0.0, 0.0], [0.0, 0.0, 0.0], [0.0, 0.0, 0.0], [0.1, 0.0, 0.0], [-0.1, 0.0, 0.1], [0.0, 0.0, 0.0], [0.0, -0.1, 0.0], [0.0, 0.0, 0.0], [0.0, 0.0, 0.0], [0.0, 0.0, 0.0], [0.0, 0.0, 0.0], [0.0, 0.0, 0.0], [0.0, 0.0, 0.0], [0.0, 0.0, 0.0], [0.0, 0.0, 0.0], [0.0, 0.0, 0.0], [0.0, 0.0, 0.0], [0.0, 0.0, 0.0], [0.0, 0.0, 0.0], [0.0, 0.0, 0.0], [0.0, 0.0, 0.0], [0.0, 0.0, 0.0], [0.0, 0.0, 0.0], [0.0, 0.0, 0.0], [0.0, 0.0, 0.0], [0.0, 0.0, 0.0], [0.0, 0.0, 0.0], [0.0, 0.0, 0.0], [0.0, 0.0, 0.0], [0.0, 0.0, 0.0], [0.0, 0.0, 0.0], [0.0, 0.0, 0.0], [0.0, 0.0, 0.0], [0.0, 0.0, 0.0], [0.0, 0.0, 0.0], [0.0, 0.0, 0.0], [0.0, 0.0, 0.0], [0.0, 0.0, 0.0], [0.0, 0.0, 0.0], [0.0, 0.0, 0.0], [0.0, 0.0, 0.0], [0.0, 0.0, 0.0], [0.0, 0.0, 0.0], [0.0, 0.0, 0.0], [0.0, 0.0, 0.0], [0.0, 0.0, 0.0], [0.0, 0.0, 0.0], [0.0, 0.0, 0.0], [0.0, 0.0, 0.0], [0.0, 0.0, 0.0], [0.0, 0.0, 0.0], [0.0, 0.0, 0.0], [0.0, 0.0, 0.0], [0.0, 0.0, 0.0], [0.0, 0.0, 0.0], [0.0, 0.0, 0.0], [0.0, 0.0, 0.0]],
  "lowdin_charge": [0.025, -0.142, -0.210, -0.141, -0.168, -0.173, -0.435, 0.074, 0.017, -0.044, -0.370, -0.137, -0.153, -0.135, -0.025, -0.424, 0.064, -0.272, -0.038, -0.392, -0.062, -0.070, -0.089, -0.031, -0.554, -0.043, -0.052, -0.041, 0.044, 0.064, 0.083, 0.120, 0.125, 0.137, 0.127, 0.142, 0.125, 0.116, 0.121, 0.125, 0.121, 0.115, 0.118, 0.129, 0.120, 0.083, 0.050, 0.098, 0.138, 0.075, 0.076, 0.081, 0.083, 0.079, 0.070, 0.142, 0.112, 0.099, 0.134, 0.088, 0.087, 0.090, 0.076, 0.088, 0.087, 0.084, 0.087, 0.082],
  "relative_energy_ev": 1.832,
  "lumo_ev": 0.63,
  "smiles": "C=CCOC[C@@H](C(=O)N1CC2(CCCN(C(=O)[C@H](C)C(C)C)C2)C1)C(C)(C)C",
  "orbital_gap_ev": 9.7162
}


Record 3
{
  "formula": "C53H46GdN6O3P2",
  "method": "the ωB97M-V functional and the def2-TZVPD basis",
  "elements": ["Gd", "O", "C", "N", "C", "O", "C", "C", "C", "C", "C", "N", "C", "C", "C", "C", "C", "N", "H", "H", "H", "H", "H", "H", "H", "H", "C", "C", "N", "N", "C", "O", "C", "C", "C", "C", "C", "C", "C", "C", "C", "C", "C", "N", "H", "H", "H", "H", "H", "H", "H", "H", "H", "H", "H", "H", "C", "C", "P", "C", "C", "C", "C", "C", "C", "C", "C", "C", "C", "C", "C", "C", "P", "C", "C", "C", "C", "C", "C", "C", "C", "C", "C", "C", "C", "H", "H", "H", "H", "H", "H", "H", "H", "H", "H", "H", "H", "H", "H", "H", "H", "H", "H", "H", "H", "H", "H", "H", "H", "H", "H"],
  "xyz": [[-0.502186, -1.951552, -0.729748], [3.054881, -2.341938, -3.297521], [1.918081, -2.344933, -2.884737], [1.529467, -2.701679, -1.622494], [2.409342, -3.396346, -0.840876], [3.498192, -3.806853, -1.191017], [1.989818, -3.634431, 0.520781], [2.730914, -4.501450, 1.358292], [2.249800, -4.750012, 2.663105], [1.226812, -3.926707, 3.131096], [0.724018, -2.902487, 2.361236], [0.996165, -2.868222, 1.009209], [0.790473, -1.869342, -3.747674], [1.146979, -1.591060, -5.106855], [0.145123, -1.089699, -6.005706], [-1.170710, -1.041302, -5.512230], [-1.406585, -1.280112, -4.184413], [-0.446756, -1.663529, -3.247020], [3.671158, -4.868811, 0.878081], [2.565285, -5.565673, 3.282572], [0.817543, -4.011886, 4.146465], [0.050021, -2.143288, 2.806484], [2.176974, -1.787137, -5.338344], [0.414063, -0.840227, -7.015228], [-1.994052, -0.706438, -6.100034], [-2.396381, -1.082674, -3.775627], [-4.927113, -2.398191, 0.351860], [-3.502425, -2.665735, -0.017624], [-2.758979, -1.589518, -0.410520], [-3.346099, -0.408164, -0.747510], [-2.568976, 0.661461, -0.853219], [-0.407624, -0.029952, 0.436049], [-2.821074, 1.488684, -2.115411], [-4.156604, 1.658863, -2.487573], [-4.492663, 2.435443, -3.581415], [-3.451490, 3.007673, -4.297014], [-2.115043, 2.716082, -4.048896], [-1.779159, 1.893998, -2.986338], [-2.959833, -3.949426, -0.101154], [-3.670088, -5.105850, 0.346267], [-3.014622, -6.348785, 0.426486], [-1.583919, -6.343878, 0.278842], [-1.017896, -5.252575, -0.334325], [-1.624207, -4.074893, -0.404399], [-5.194495, -1.407148, -0.041447], [-5.125266, -2.372629, 1.411181], [-5.556563, -3.227269, -0.087457], [-4.873736, 1.188312, -1.819973], [-5.564213, 2.642099, -3.753149], [-3.738168, 3.720298, -5.047064], [-1.431797, 3.084180, -4.755560], [-0.772926, 1.519861, -2.761668], [-4.675982, -5.007373, 0.682173], [-3.564431, -7.214490, 0.637966], [-0.934752, -7.178792, 0.502657], [0.001407, -5.302416, -0.703780], [1.108934, 1.707950, -1.275277], [2.602524, 1.870530, -0.911624], [3.117476, 0.856342, 0.560686], [3.284679, 2.115101, 1.812511], [2.647521, 2.021613, 3.085120], [2.942050, 2.933872, 4.109592], [3.911898, 3.900771, 3.889541], [4.507208, 4.069200, 2.643157], [4.138541, 3.237932, 1.589490], [4.847980, 0.404434, 0.107048], [5.119213, -0.649579, -0.759286], [6.433980, -1.057562, -0.942482], [7.496615, -0.352509, -0.417638], [7.271612, 0.794646, 0.342933], [5.965156, 1.030987, 0.712371], [0.182121, 2.369544, -0.263240], [-1.296498, 1.294889, 0.341403], [-2.303690, 2.922641, 0.696761], [-3.685360, 3.078376, 0.411115], [-4.359946, 4.246597, 0.722072], [-3.680026, 5.344365, 1.333240], [-2.322618, 5.248110, 1.596114], [-1.646228, 4.055827, 1.304322], [-1.843903, 1.111301, 2.095577], [-1.073257, 1.637387, 3.148114], [-1.397285, 1.397271, 4.448442], [-2.509836, 0.603332, 4.712391], [-3.315201, 0.136471, 3.699986], [-3.041560, 0.427104, 2.375204], [0.866279, 0.656968, -1.476063], [0.979346, 2.252022, -2.257668], [2.767043, 2.929020, -0.863091], [3.295466, 1.506738, -1.690231], [1.889375, 1.222176, 3.226435], [2.538960, 2.773908, 5.115168], [4.113013, 4.540345, 4.707187], [5.270865, 4.821323, 2.415366], [4.568768, 3.323276, 0.572383], [4.302253, -1.172195, -1.215549], [6.550873, -2.020977, -1.484425], [8.490331, -0.777650, -0.621420], [8.133811, 1.316660, 0.690493], [5.786457, 1.703925, 1.536552], [0.686706, 2.695207, 0.631306], [-0.204564, 3.364533, -0.742140], [-4.147664, 2.214251, 0.050110], [-5.390848, 4.343577, 0.368306], [-4.256170, 6.196015, 1.630894], [-1.750990, 6.052192, 1.998210], [-0.604888, 3.996208, 1.589765], [-0.240604, 2.276635, 2.846367], [-0.717006, 1.605787, 5.261537], [-2.801004, 0.442005, 5.737742], [-4.162668, -0.467712, 3.921043], [-3.624943, -0.023262, 1.608299]],
  "atomic_forces_ev_per_a": [[0.9, 1.1, 0.5], [-0.1, 0.2, -0.6], [0.6, -0.2, 0.9], [-0.5, -0.2, 0.0], [1.3, 0.1, -2.1], [0.1, -0.3, 0.3], [-0.5, -0.1, 3.6], [0.1, 0.1, -0.3], [-0.3, 0.6, -1.6], [-0.1, 0.3, 0.9], [-0.2, -0.2, -1.7], [-0.1, 0.2, 1.4], [-0.3, 0.8, -2.1], [-2.3, 0.5, 0.4], [1.1, -1.5, 2.1], [1.3, 0.3, 0.0], [0.7, -0.3, 2.1], [-0.3, 0.2, -1.9], [-1.1, -0.2, 0.8], [0.6, -0.1, 0.1], [0.4, -0.1, -0.4], [0.3, -0.6, -0.7], [0.2, 0.2, -0.4], [-0.1, 0.1, -0.3], [-0.4, 0.1, -0.5], [0.2, -0.2, 0.0], [-0.6, -0.9, -1.1], [-1.0, 2.5, -0.4], [-1.1, 0.0, 0.6], [1.0, -1.5, -0.4], [0.5, 1.3, -1.3], [-0.1, -0.8, -0.3], [-0.3, -0.7, 0.4], [0.3, 0.1, 0.5], [-0.4, -0.1, 0.7], [-0.7, 0.3, -0.1], [-1.2, -0.6, 0.3], [-0.5, -0.4, 1.3], [1.0, -1.5, 1.6], [1.3, -0.9, -0.6], [1.6, 2.9, 0.1], [-1.3, -0.7, -0.9], [0.2, 0.0, 1.0], [-0.9, 0.8, -1.2], [-0.2, -0.6, -0.1], [0.1, -0.2, 0.6], [0.3, 1.2, 0.4], [-0.3, 0.2, -0.3], [0.8, 0.0, -0.3], [0.2, 0.1, -0.5], [1.2, 0.4, -0.5], [-0.4, 0.5, -0.4], [-0.7, -0.1, -0.2], [-0.5, -1.1, 0.6], [-0.4, -0.3, -0.2], [0.1, 0.1, 0.2], [0.9, 0.4, -1.3], [-0.1, -1.0, -0.5], [-0.7, -1.0, -0.6], [0.3, 1.9, 1.6], [0.0, -0.4, -0.9], [0.2, -0.9, -0.4], [-0.5, -0.2, -0.3], [0.0, 0.1, -0.9], [-0.4, -1.1, 0.0], [1.1, 0.7, 0.8], [-0.2, 0.6, 0.5], [-0.6, -1.3, -0.7], [0.5, -0.5, -0.7], [-0.1, -1.8, -0.4], [-0.7, 0.6, 0.2], [-1.9, 1.4, -1.4], [1.8, -1.6, -1.3], [-0.6, 2.4, 0.9], [1.3, 0.5, 1.5], [0.5, 0.7, -0.4], [-0.6, -1.5, -0.6], [0.1, -1.3, -0.7], [-0.7, -0.5, 0.0], [-1.0, 0.9, 0.2], [0.5, 0.8, -1.4], [0.3, -1.2, 0.5], [-0.1, 0.6, 0.6], [-0.1, 0.1, -0.6], [1.1, -0.1, 0.6], [0.1, 0.2, 0.2], [0.1, -0.6, 0.9], [0.4, 0.7, 0.5], [-0.6, 0.1, -0.1], [0.8, 0.4, 0.0], [-0.1, 0.3, -0.5], [0.6, 0.7, 0.6], [-0.4, -0.1, 0.5], [-0.1, 0.3, 0.9], [-0.2, -0.4, -0.3], [0.3, 0.9, 0.3], [-0.3, 0.6, 0.2], [0.1, 0.5, 0.6], [0.1, 0.3, -0.2], [0.4, -0.2, 0.5], [0.4, -1.8, 1.0], [-1.1, -0.8, -0.6], [0.3, 0.0, 0.5], [-0.1, 0.5, 0.0], [0.1, 0.5, 0.4], [0.0, 0.0, -0.1], [0.0, -0.3, 0.5], [-0.1, 0.6, 0.0], [0.1, -0.3, 0.2], [-0.6, -0.3, 0.2], [-0.5, 0.0, -0.5]],
  "lowdin_charge": [1.646, 0.104, -0.469, -0.020, -0.492, 0.104, -0.224, 0.049, -0.015, -0.062, -0.086, -0.003, -0.188, 0.054, 0.008, -0.051, -0.099, 0.006, 0.141, 0.109, 0.119, 0.126, 0.112, 0.108, 0.107, 0.114, -0.034, -0.291, -0.149, 0.027, -0.304, -0.589, -0.214, -0.067, -0.065, -0.086, -0.065, -0.039, -0.243, 0.009, -0.008, -0.041, -0.152, -0.051, 0.069, 0.076, 0.101, 0.109, 0.119, 0.101, 0.093, 0.083, 0.095, 0.091, 0.105, 0.114, -0.318, -0.333, 1.063, -0.414, -0.104, -0.090, -0.087, -0.072, -0.118, -0.354, -0.101, -0.086, -0.090, -0.069, -0.100, -0.215, 0.790, -0.183, -0.053, -0.027, -0.029, -0.048, -0.054, -0.210, -0.063, -0.048, -0.049, -0.051, -0.027, 0.062, 0.114, 0.074, 0.089, 0.093, 0.106, 0.092, 0.115, 0.116, 0.075, 0.124, 0.112, 0.098, 0.080, 0.057, 0.132, 0.070, 0.117, 0.106, 0.106, 0.094, 0.096, 0.116, 0.114, 0.106, 0.084],
  "charge": 1,
  "spin_multiplicity": 8,
  "lumo_ev": [-2.63, -5.68],
  "orbital_gap_ev": [5.8085, 4.1811]
}


Record 4
{
  "formula": "H4NO2PS",
  "method": "the ωB97M-V functional and the def2-TZVPD basis",
  "elements": ["N", "P", "O", "O", "S", "H", "H", "H", "H"],
  "xyz": [[-0.920154, 0.950491, 0.529396], [-0.131352, -0.311320, 0.056113], [-0.398639, -0.656518, -1.451489], [-0.343407, -1.639796, 0.865944], [1.956583, -0.052410, 0.007490], [-0.804658, 0.886302, 1.599203], [-1.148615, -0.260679, -1.941676], [0.480153, -2.185587, 0.894939], [1.411710, 1.169592, 0.010802]],
  "atomic_forces_ev_per_a": [[0.5, -1.2, 1.9], [-0.2, 1.3, -0.3], [-0.7, -0.1, -1.4], [0.9, -1.5, 0.5], [-0.3, 0.0, 0.1], [-0.5, 0.6, -1.8], [0.5, -0.2, 0.8], [-1.0, 0.4, 0.1], [0.8, 0.6, 0.0]],
  "lowdin_charge": [-0.225, 0.071, -0.205, -0.193, 0.511, 0.026, 0.109, 0.086, -0.180],
  "relative_energy_ev": 1.233,
  "lumo_ev": 0.36,
  "smiles": "N=P(O)(O)S",
  "orbital_gap_ev": 9.7648
}